Formula: C19H29NO7S
Source: the Open Molecules 2025 dataset
Level of theory: ωB97M-V/def2-TZVPD

Structure (XYZ):
```
57
Properties=species:S:1:pos:R:3:forces:R:3
C 1.170160 -1.045672 3.458818 0.7 -0.5 0.1
C 2.072603 -1.318610 2.241708 -0.4 -0.3 0.5
C 1.397363 -1.929434 1.003083 1.1 1.1 -0.3
C 2.470052 -2.011606 -0.126635 0.1 0.1 0.6
C 0.161904 -1.226433 0.414819 -0.5 -1.6 -0.5
C -0.423260 -2.254136 -0.633161 -0.3 0.5 -0.2
C -1.915402 -2.204981 -0.872287 -0.5 -0.2 0.1
C -2.545968 -1.378822 -1.802414 -0.3 -0.1 0.0
C -3.932047 -1.393583 -1.978836 0.5 -0.3 0.4
C -4.726459 -2.240266 -1.212152 0.7 0.3 -0.2
C -4.107822 -3.084494 -0.296166 0.0 0.1 -0.1
C -2.725069 -3.072296 -0.129588 -0.4 0.3 -0.3
O -0.889874 -1.120861 1.411288 0.4 0.3 0.6
S -1.607963 0.272860 1.483409 -0.6 -0.3 -0.1
O -2.978115 0.121714 1.163381 0.0 0.1 -0.3
O -1.294528 0.967091 2.683221 0.3 0.0 0.2
O -0.824035 0.916896 0.257840 -0.1 0.1 0.1
C 0.361982 0.220203 -0.150920 -0.1 0.2 -0.9
C 0.425195 0.351447 -1.682790 0.2 0.4 0.2
C -0.039986 1.724479 -2.217182 0.3 -0.4 0.0
C 0.837750 2.154306 -3.368374 0.2 0.3 0.4
N 2.145781 2.494001 -3.059711 0.3 -0.9 0.3
O 0.427626 2.233815 -4.492666 -0.4 -0.1 -1.0
O 1.527416 0.865442 0.273684 -0.6 0.1 0.5
C 1.476626 1.700591 1.432729 0.7 0.2 0.0
C 1.359072 3.187456 1.107960 0.0 0.3 0.1
C -0.035684 3.768235 1.216208 -0.2 -0.1 0.1
O 1.980207 3.420942 -0.149778 0.0 -0.1 0.0
H 0.286174 -1.669825 3.425914 -0.3 0.1 0.0
H 0.912086 -0.005377 3.598366 -0.3 0.1 -0.1
H 1.705494 -1.344484 4.357102 0.1 0.1 0.2
H 2.796081 -2.064049 2.569627 0.2 -0.2 -0.2
H 2.674263 -0.459478 1.978676 0.0 0.2 -0.1
H 1.163936 -2.953376 1.267190 -0.7 -0.1 0.1
H 3.325153 -1.408703 0.161655 0.1 0.2 0.0
H 2.842592 -3.022758 -0.237756 -0.1 -0.2 -0.3
H 2.131699 -1.615237 -1.072856 -0.1 -0.2 -0.3
H 0.095767 -2.178271 -1.579316 0.2 0.0 -0.1
H -0.204801 -3.251412 -0.272188 0.1 -0.1 0.3
H -1.980681 -0.706851 -2.428531 0.1 0.1 0.0
H -4.360855 -0.738273 -2.718786 -0.2 0.1 -0.1
H -5.795716 -2.222371 -1.344994 -0.2 -0.1 0.1
H -4.729499 -3.746778 0.286453 0.1 -0.1 0.2
H -2.275012 -3.729772 0.598569 0.1 -0.1 0.1
H 1.470151 0.225944 -1.942327 0.2 -0.2 0.0
H -0.125295 -0.410428 -2.204637 -0.1 -0.1 0.0
H -1.037437 1.600594 -2.614759 -0.3 0.3 0.1
H -0.006541 2.510626 -1.472013 0.0 0.0 0.3
H 2.443382 2.163894 -2.147820 -0.1 0.4 0.2
H 2.780425 2.133874 -3.762129 0.0 0.5 -0.2
H 2.437715 1.569843 1.922486 0.2 -0.2 -0.1
H 0.723885 1.410787 2.153565 -0.2 0.0 -0.1
H 1.958633 3.692783 1.869695 0.0 0.0 0.2
H -0.708915 3.439671 0.431183 0.0 -0.1 -0.2
H -0.018446 4.853990 1.230251 0.1 0.2 -0.1
H -0.467484 3.451197 2.163900 -0.1 0.0 0.1
H 2.195720 4.355956 -0.192006 0.0 0.1 -0.2
```
Positions in Å, forces in eV/Å.

Results
Frontier orbital gap ... 9.7935 eV
Charge ... 0
SMILES ... CC[C@H](C)[C@@]1(Cc2ccccc2)OS(=O)(=O)O[C@@]1(CCC(N)=O)OC[C@H](C)O